1.
77
Properties=species:S:1:pos:R:3 method="wB97M-V/def2-TZVPD" charge=+1 homo_ev=-11.20 max_force_ev_per_a=0.6 total_energy_ha=-2671.8593 gap_ev=7.02 spin_multiplicity=1 lumo_ev=-4.1864
H -0.340 -1.089 3.149
H 1.685 0.063 1.839
H -3.568 -1.961 5.222
O 2.325 0.395 -2.630
H 2.922 1.173 -2.564
H -0.815 -4.487 2.055
N 0.196 -0.146 0.342
H -5.584 -1.862 -2.853
C 4.380 5.283 0.523
O 4.143 1.474 -4.110
O -7.116 -0.088 -1.602
H -0.516 -3.177 4.427
H -1.973 -4.191 4.214
O 6.031 6.890 0.236
C 5.563 5.620 -1.702
H 0.049 -0.158 5.145
C -0.934 -2.466 1.729
H 6.306 6.135 -2.294
O 4.322 5.705 1.772
O 4.914 4.233 -3.461
H -2.436 -0.719 6.833
C 3.612 4.304 0.023
H -5.074 -1.259 2.173
C -1.823 -0.954 5.958
C -0.642 -2.497 0.272
N -0.988 -3.561 2.424
H 2.295 0.057 0.154
H 0.080 -3.291 0.049
C 0.071 1.128 -0.378
H -1.642 -0.423 2.140
H -1.580 -2.806 -0.214
H 1.781 -1.452 0.908
C -5.205 -1.370 1.106
H 4.982 6.424 1.847
O 3.086 3.063 -1.901
C -4.560 -2.474 -1.092
C 1.970 -1.577 -5.683
H 0.971 -1.609 -3.741
C 1.570 -0.380 0.848
H -3.079 -2.370 3.008
O 3.168 -1.370 -7.727
C -6.093 -0.634 0.413
C -1.282 -1.324 2.626
H -0.979 1.320 -0.611
H 4.308 3.490 -3.644
O -6.874 0.272 0.957
C 3.747 0.151 -6.034
H -1.294 1.000 5.137
C -5.451 -1.756 -1.786
C -2.778 -1.317 4.822
Cl -3.654 0.116 4.189
C 1.726 -1.113 -4.332
C 4.800 4.637 -2.208
O -3.756 -3.378 -1.641
H 0.654 1.157 -1.296
H 2.523 -2.098 -7.810
H 0.411 1.931 0.280
H -0.480 0.595 6.643
C -1.419 -3.336 3.825
C 2.462 -0.100 -3.854
O -0.222 -1.229 -1.658
C -0.833 0.184 5.695
C 3.028 -0.877 -6.510
H -3.256 -3.784 -0.911
C 5.402 6.012 -0.321
H -7.422 0.642 0.235
C 3.760 3.927 -1.364
C 3.524 0.588 -4.677
H 2.873 3.786 0.617
H -1.265 -1.863 6.214
H 4.510 0.649 -6.616
O 1.370 -2.488 -6.220
C -4.380 -2.313 0.398
C -6.277 -0.792 -1.083
O -3.496 -2.992 0.921
C -0.207 -1.225 -0.455
C -2.224 -2.051 3.611

2.
11
Properties=species:S:1:pos:R:3 method="wB97M-V/def2-TZVPD" homo_ev=-6.77 max_force_ev_per_a=2.5 total_energy_ha=-1019.8836 gap_ev=6.00 spin_multiplicity=1 lumo_ev=-0.7682
Ca 0.746 1.426 -1.244
O 2.449 -0.917 0.285
H -2.455 0.124 -0.258
C -1.505 0.518 0.164
O 0.075 -0.692 -1.149
C -0.495 -0.615 0.061
H -0.769 -1.570 0.539
H -1.694 0.662 1.250
O -1.072 1.656 -0.489
C 1.425 -0.062 0.287
H 3.296 -0.531 0.552

3.
15
Properties=species:S:1:pos:R:3 method="wB97M-V/def2-TZVPD" charge=+1 homo_ev="-14.98 / -14.97" max_force_ev_per_a=3.7 total_energy_ha=-450.1039 gap_ev="7.19 / 7.44" spin_multiplicity=1 lumo_ev="-7.7868 / -7.5350"
C 1.181 1.601 0.141
H 1.092 2.640 0.456
H 1.464 0.925 -1.970
H -1.793 -0.734 0.682
C 1.115 1.417 -1.159
C -0.846 -0.999 0.011
C -1.311 0.819 -1.788
H -0.800 -2.127 -0.200
C -0.338 -1.252 -2.142
N -1.764 1.836 -2.103
N 0.932 0.466 0.912
N 0.109 -1.982 -2.894
H 0.323 -1.349 1.739
C 0.232 -0.569 0.914
N -0.886 -0.395 -1.272

4.
39
Properties=species:S:1:pos:R:3 method="wB97M-V/def2-TZVPD" homo_ev=-10.24 max_force_ev_per_a=7.2 total_energy_ha=-1085.6660 gap_ev=10.07 spin_multiplicity=1 lumo_ev=-0.1627
H -2.473 0.536 -1.474
O 0.572 0.352 -0.918
H -0.746 -0.393 -4.463
H 0.892 4.210 1.495
O -0.904 -4.537 -1.888
H -0.480 -1.797 -4.607
H -0.397 -4.878 -1.281
H -0.857 -3.796 -2.397
H -1.549 1.491 3.024
O -2.767 1.370 -1.053
O -1.230 -1.281 -4.423
H -1.635 -3.810 0.541
H -0.700 1.312 -3.622
H 0.880 -0.521 -0.636
H -0.696 1.660 0.816
N -0.073 2.478 0.680
H -2.059 0.680 1.818
C 0.349 2.620 -0.670
O -1.801 -3.779 1.471
H 2.093 -1.891 0.369
H 0.159 0.656 -2.548
O -0.026 -2.051 3.937
O 0.115 0.943 -3.529
H -1.442 -2.911 1.570
O 1.091 -1.797 0.511
H 3.833 -0.392 0.506
H 4.240 -1.939 1.138
H -3.645 1.260 -0.948
C 1.394 1.439 -0.807
H 0.802 3.549 -0.954
H -0.643 -1.425 4.089
O -2.270 0.922 2.724
O 4.102 -1.284 0.410
H 0.657 -1.871 4.670
H -0.361 2.486 -1.450
O 2.532 1.439 -0.383
H 1.114 -1.524 1.446
O -0.433 3.124 2.746
C 0.203 3.372 1.693

5.
11
Properties=species:S:1:pos:R:3 method="wB97M-V/def2-TZVPD" homo_ev="-8.05 / -8.05" max_force_ev_per_a=3.5 total_energy_ha=-979.6930 gap_ev="6.74 / 6.74" spin_multiplicity=1 lumo_ev="-1.3086 / -1.3080"
C -0.235 -0.557 -0.430
S -0.300 -2.166 -0.036
H -0.746 -0.523 -2.372
O -0.132 -0.178 1.973
H -0.405 1.060 -1.719
N -0.433 -0.010 -1.605
I 2.761 0.171 -0.009
C 0.019 0.281 0.814
H 0.171 -1.778 1.303
O -0.293 1.567 0.618
H -0.406 2.131 1.463

6.
24
Properties=species:S:1:pos:R:3 method="wB97M-V/def2-TZVPD" homo_ev="-6.71 / -6.71" max_force_ev_per_a=1.7 total_energy_ha=-405.5397 gap_ev="7.22 / 7.22" spin_multiplicity=1 lumo_ev="0.5133 / 0.5102"
H -0.205 1.837 -1.965
H -0.104 -1.707 -1.386
H -2.806 -0.851 -0.325
H 0.441 2.315 -0.381
H -2.869 -0.802 1.435
O 2.083 0.844 0.858
C 0.202 -0.739 -1.772
H -0.551 -0.385 -2.479
H -1.542 -1.645 0.665
H -1.790 1.323 0.064
H 2.906 0.378 0.660
C -0.416 0.680 1.633
C -2.193 -0.770 0.575
C 1.395 -1.415 0.747
C -1.386 0.481 0.614
H 2.084 -1.668 1.541
N 0.290 0.243 -0.689
C 0.529 1.598 -1.194
H 1.543 1.690 -1.589
H 1.153 -0.867 -2.293
C 1.046 -0.078 0.591
H -0.466 0.049 2.511
H -0.175 1.712 1.864
H 0.832 -2.225 0.315

7.
92
Properties=species:S:1:pos:R:3 method="wB97M-V/def2-TZVPD" charge=-2 homo_ev=-1.78 max_force_ev_per_a=0.2 total_energy_ha=-3456.4480 gap_ev=5.31 spin_multiplicity=1 lumo_ev=3.5312
C -4.081 -3.194 2.906
C -3.176 1.207 -1.183
H 3.492 0.499 7.948
H -4.683 -2.488 -2.254
C 2.594 2.532 -2.297
C -0.483 2.167 1.205
N 1.356 -3.218 1.845
C 5.543 -2.331 0.196
N 3.367 -1.690 0.446
N 1.859 -0.168 -1.664
H 0.890 4.397 -5.214
H 3.370 -2.979 5.439
H 2.250 -1.181 2.575
C -3.532 0.239 -4.087
C 3.143 -1.937 5.613
H -2.011 3.326 -1.622
H 1.626 0.676 4.081
H -3.567 -4.083 3.273
H 1.925 -2.700 1.155
S -2.844 -2.001 2.356
C 3.500 -1.320 6.801
H -3.998 -0.583 -0.323
H -2.989 1.660 2.122
H -3.555 -2.754 -0.890
H 1.311 3.008 1.978
H -0.109 4.865 -1.612
C -2.793 -0.746 -3.435
C -1.955 -1.907 3.905
C -1.285 3.254 -0.823
H -3.822 1.436 -5.849
H -0.616 -1.413 -5.927
H 0.289 2.053 -4.716
H -4.896 -0.031 -1.728
H 1.430 -0.153 -3.743
C 3.002 -0.708 -1.827
H 2.310 1.787 6.185
H 5.699 -1.612 -1.914
S -0.689 -2.598 -3.387
C -1.449 -0.945 -5.415
C 2.177 0.132 4.842
H -4.231 0.799 1.212
H -2.415 1.269 -1.959
H -2.622 -1.499 4.666
H 6.513 -2.744 0.433
C -3.502 1.610 1.163
H -3.033 -3.136 -2.533
C -3.626 -2.446 -1.936
H -3.892 2.027 -1.373
C -1.432 2.272 0.159
N 2.125 -1.778 3.389
H 3.050 2.013 -1.465
S 0.995 -4.048 4.341
C -1.706 -1.381 -4.101
C 4.429 -2.274 1.038
C 2.551 0.742 6.030
C 1.377 3.876 -4.397
C 1.247 0.432 -2.831
C 2.333 4.529 -3.624
H 4.356 -2.649 2.052
H -1.919 0.350 -7.054
C -2.182 0.045 -6.046
C 1.042 2.562 -4.122
S -0.538 0.944 2.461
H -4.043 2.555 0.975
H 4.018 -1.892 7.561
H -4.690 -3.444 2.039
C 2.934 3.852 -2.576
C 0.709 4.060 0.212
C -0.221 4.143 -0.813
C 3.791 -1.370 -0.817
O -1.978 -2.764 1.405
C 1.652 1.872 -3.072
H 0.160 0.424 -2.701
C -3.238 0.651 -5.382
H -4.701 -2.749 3.684
H 1.562 4.729 0.232
H 0.894 -4.078 1.609
C -3.876 -0.148 -1.317
H 3.667 4.355 -1.955
N -2.530 1.353 0.110
C 3.208 0.022 7.017
H 2.597 5.559 -3.835
H -4.351 0.722 -3.568
N -3.089 -1.099 -2.081
H -1.583 -2.898 4.167
C 5.125 -1.751 -1.008
H -1.126 -1.222 3.745
C 0.571 3.094 1.192
C 2.471 -1.212 4.633
C 1.524 -2.969 3.149
H 3.481 -0.687 -2.819
Rb -0.457 -1.119 -0.249

8.
43
Properties=species:S:1:pos:R:3 method="wB97M-V/def2-TZVPD" homo_ev=-8.28 max_force_ev_per_a=0.6 total_energy_ha=-941.8635 gap_ev=9.05 spin_multiplicity=1 lumo_ev=0.7716
C 0.683 -0.408 -2.735
C 1.223 -0.161 2.482
N -0.179 -0.064 -1.623
C 1.312 -0.811 1.270
C -0.080 -2.559 2.097
H -0.491 2.186 -4.632
C -0.610 1.841 -0.175
C -0.310 3.569 -2.301
C -0.179 -1.919 3.320
H -0.769 -2.372 4.101
C 0.174 1.719 -3.902
H -0.222 0.267 6.547
C 0.660 -2.020 1.057
H -0.574 -2.792 -2.065
O -1.941 -0.588 -0.303
H -0.702 5.138 -0.903
C 0.098 0.201 -4.009
C -0.623 -2.424 -1.039
H 1.723 0.780 2.648
C -0.598 4.073 -1.048
H -0.596 -3.498 1.954
C 0.470 -0.707 3.522
H 1.543 -2.308 -0.861
H -1.433 -2.950 -0.532
H 1.896 -0.367 0.475
H 1.191 2.052 -4.135
C -0.343 1.330 -1.443
C -0.177 2.203 -2.519
C 0.695 -2.689 -0.290
H 0.039 -1.438 6.105
C -0.328 -0.469 5.751
H -0.714 1.165 0.657
H 1.681 0.009 -2.552
H -0.185 4.242 -3.139
C -0.743 3.201 0.019
O 0.441 0.015 4.678
H -0.952 3.581 1.007
H -1.385 -0.558 5.480
H 0.821 -3.769 -0.173
H 0.772 -1.486 -2.837
H 0.645 -0.150 -4.886
H -0.942 -0.119 -4.102
C -0.990 -0.948 -0.967